Arrangement 1

Molecular formula: C3H9S
Method: DFT, ωB97M-V with the def2-TZVPD basis set

Element x y z (Å)
S (-0.6820, 0.2252, 3.0608)
H (-1.8630, -0.2109, 2.6402)
C (0.3102, -1.2143, -0.4419)
C (-0.3544, 0.0669, -0.8048)
C (0.5763, 1.2699, -0.4945)
H (1.2657, -1.4974, -0.9063)
H (-0.3597, -2.0868, -0.6280)
H (0.3820, -1.2124, 0.7320)
H (-1.2226, 0.1880, -0.1967)
H (-0.5678, -0.0209, -1.8326)
H (1.3614, 1.2604, -1.2336)
H (0.1130, 2.2158, -0.3180)
H (1.0409, 1.0166, 0.4232)

Its charge is -1. Its gap between HOMO and LUMO is 6.689 eV. Its LUMO energy is 4.172 eV.

Arrangement 2

Molecular formula: C3H9S
Method: DFT, ωB97M-V with the def2-TZVPD basis set

Element x y z (Å)
C (1.1282, -1.1049, 1.7664)
C (2.2105, -1.8400, 0.9698)
H (0.2426, -1.7012, 1.9789)
H (1.5379, -0.7207, 2.7058)
H (0.7356, -0.2144, 1.2674)
H (2.8051, -2.4535, 1.6506)
H (2.9090, -1.1188, 0.5490)
H (1.7350, -2.4468, 0.2050)
C (-1.4680, 1.6541, -1.9481)
S (-1.0323, 0.7067, -0.4068)
H (-0.7429, 1.6494, -2.7572)
H (-1.6676, 2.6876, -1.6507)
H (-2.4545, 1.2938, -2.2540)

Its charge is -1. Its gap between HOMO and LUMO is 6.269 eV. Its LUMO energy is 4.187 eV.

Most stable: arrangement 1. Least stable: arrangement 2.